1.
C29H52N6OPdS2SbSi | ωB97M-V/def2-TZVPD

Summary:
2S+1: 5
Gap between HOMO and LUMO (alpha / beta) (eV): 7.89 / 4.60
HOMO (alpha / beta) (eV): -15.91 / -15.91
Charge: +3
⟨S²⟩: 6.0519

```
93
C29H52N6OPdS2SbSi, DFT ωB97M-V/def2-TZVPD
Pd -15.6668 -11.0596 -2.1075
C -20.3197 -11.9273 -4.2884
C -19.0244 -12.6048 -4.6696
C -18.9082 -13.2545 -5.9177
C -17.7355 -13.9481 -6.1986
C -16.7069 -13.8632 -5.2728
C -16.8209 -13.0342 -4.0964
N -18.0395 -12.5608 -3.7686
N -15.7784 -12.7401 -3.3376
Si -14.2826 -13.6518 -3.5731
C -14.7265 -15.4953 -3.2960
C -13.1644 -13.0693 -2.1787
C -13.5134 -13.0039 -5.2147
H -20.6005 -11.1720 -5.0196
H -20.2602 -11.4153 -3.3104
H -21.1013 -12.6974 -4.2592
H -19.7670 -13.1957 -6.5725
H -17.6250 -14.5312 -7.0716
H -15.7973 -14.4054 -5.4616
H -15.2758 -15.5430 -2.3403
H -13.8305 -16.1355 -3.1307
H -15.3482 -15.9636 -4.0849
H -13.7055 -13.0347 -1.2148
H -12.8006 -12.0658 -2.4387
H -12.3217 -13.7801 -2.0182
H -14.2846 -12.7694 -5.9788
H -12.7604 -13.7015 -5.6239
H -13.0353 -12.0366 -4.9731
C -16.9718 -6.1289 2.2294
C -16.1413 -5.7580 1.0343
Sb -16.6021 -6.8287 -0.9153
C -18.0862 -5.3139 -1.6820
C -19.4998 -5.7742 -1.3381
C -15.0302 -5.9591 -2.2739
C -13.8694 -5.3801 -1.4812
H -16.7310 -5.4550 3.0527
H -16.8229 -7.1978 2.5189
H -18.0335 -5.9934 1.9982
H -15.0723 -5.9458 1.1634
H -16.2428 -4.7331 0.6861
H -17.9171 -5.2540 -2.7593
H -17.8391 -4.3731 -1.2158
H -19.7029 -6.8026 -1.6926
H -20.2976 -5.1283 -1.7856
H -19.6499 -5.7892 -0.2291
H -15.6437 -5.2096 -2.8070
H -14.7869 -6.8213 -2.9114
H -14.2481 -4.6532 -0.7581
H -13.1092 -4.8713 -2.0737
H -13.3441 -6.1912 -0.9306
C -11.2523 -9.5725 -1.2215
N -12.7070 -9.3987 -1.0747
C -13.4235 -9.9978 -0.1252
S -15.1476 -9.7922 -0.3470
N -12.8322 -10.6007 0.9653
C -12.0713 -9.7600 1.9574
H -10.9902 -9.3843 -2.2866
H -10.9622 -10.5831 -0.9876
H -10.7142 -8.8824 -0.5905
H -13.2325 -9.1175 -1.8959
H -13.6136 -11.0732 1.4620
H -10.9776 -9.8989 1.8414
H -12.2604 -10.0944 2.9629
H -12.3494 -8.7199 1.8755
C -18.0737 -11.0908 3.9510
C -17.7870 -10.3892 2.5975
C -19.0470 -10.1392 1.7608
N -18.7671 -9.6835 0.3835
C -18.6354 -10.4479 -0.7133
S -17.8066 -9.7364 -2.1243
N -18.9498 -11.7724 -0.8379
C -20.0412 -12.4772 -0.1980
O -20.9496 -11.8288 0.3779
C -19.9810 -13.9212 -0.3193
C -21.1264 -14.6338 0.0287
C -21.1225 -16.0221 0.0095
C -19.9610 -16.7156 -0.3663
C -18.8386 -16.0247 -0.7350
C -18.8111 -14.6194 -0.6870
H -17.1559 -11.3916 4.4361
H -18.7174 -11.9699 3.8652
H -18.6455 -10.4420 4.6622
H -17.1602 -11.0845 2.0355
H -17.2612 -9.4647 2.7187
H -19.6448 -9.3124 2.2054
H -19.7003 -11.0427 1.6795
H -18.2285 -8.8296 0.2284
H -18.7211 -12.0935 -1.7871
H -22.0003 -14.0694 0.3384
H -22.0236 -16.5821 0.3302
H -19.9442 -17.8081 -0.3783
H -17.9576 -16.5469 -1.1285
H -17.8973 -14.0995 -0.9564
```

What are the Mulliken partial charges on each atom? They are as follows, in elementary charge units: 0.133, -1.195, 0.585, -0.651, -1.129, -0.613, 0.274, 0.335, 0.225, 0.013, -0.910, -0.984, -1.061, 0.454, 0.065, 0.383, 0.548, 0.537, 0.623, 0.222, 0.409, 0.380, 0.277, -0.004, 0.518, 0.417, 0.393, 0.292, -0.955, -0.747, 0.660, -0.855, -0.970, -0.714, -0.932, 0.414, 0.103, 0.282, 0.493, 0.540, 0.488, 0.482, 0.237, 0.370, 0.276, 0.493, 0.381, 0.286, 0.410, 0.144, -1.067, 0.169, -0.259, 0.470, -0.246, -0.875, 0.396, 0.389, 0.328, 0.264, 0.383, 0.320, 0.391, 0.311, -1.423, 0.588, -0.824, 0.112, 0.731, -0.169, 0.515, 0.222, -0.606, 0.271, -0.557, -0.614, -0.453, -0.704, -0.087, 0.406, 0.360, 0.345, 0.086, -0.035, 0.304, 0.328, -0.321, -0.125, 0.494, 0.397, 0.424, 0.374, 0.563



2.
C8H12Cl2MnO | ωB97M-V/def2-TZVPD

Summary:
2S+1: 4
Gap between HOMO and LUMO (alpha / beta) (eV): 7.36 / 7.51
HOMO (alpha / beta) (eV): -8.09 / -8.66
Charge: 0
⟨S²⟩: 3.8146

```
24
C8H12Cl2MnO, DFT ωB97M-V/def2-TZVPD
Mn -0.7570 0.9826 1.5251
Cl -2.2975 1.7236 0.0918
Cl 0.6673 0.9018 3.2441
C -1.3767 -0.6996 1.7699
H -1.0410 -1.2979 2.6342
H -2.3207 -1.0395 1.3137
C 0.6486 0.5938 0.1871
C -0.0110 -0.5946 0.5968
H 0.8202 1.4162 0.9401
C -0.6848 -1.3194 -0.6828
H 0.7251 -1.2776 1.0247
C 0.2644 -1.3654 -1.8741
H -1.0091 -2.3205 -0.3501
H -1.5905 -0.7365 -0.9586
C 0.8935 0.0104 -2.1151
H 1.0591 -2.0988 -1.6817
H -0.2695 -1.7096 -2.7618
C 1.6457 0.4298 -0.8528
H 1.5687 -0.0018 -2.9697
H 0.1080 0.7470 -2.3125
H 2.3731 -0.3667 -0.6000
H 2.2132 1.3531 -0.9741
O -0.6482 3.8710 2.5267
C -0.9809 2.7986 2.2792
```

What are the Mulliken partial charges on each atom? They are as follows, in elementary charge units: -0.445, -0.430, -0.410, -0.635, 0.322, 0.379, -0.720, 1.216, 0.411, -0.986, 0.330, -0.765, 0.390, 0.317, -0.552, 0.331, 0.357, -0.859, 0.348, 0.315, 0.295, 0.367, -0.231, 0.655



It is found that the calculated total energy values, taken in the order of the records, are -81443.9447, -66899.4094 eV.
It is found that the ΔE to the lowest compared entry with this formula, charge and spin values, taken in the order of the records, are 0.0, 0.0 kcal/mol.